Record 1
The following is a quantum chemistry calculation of a cluster of 10 separate species, C14H48BBrN18O12 in total, from OMol25.

Each line ends with the Löwdin charge.
Element x y z (Å)
C1 0.47 -3.54 5.68  -0.116
C2 -0.69 -2.65 5.09  -0.221
C3 -0.47 -2.17 3.61  -0.231
O1 0.67 -1.27 3.47  -0.212
C4 0.33 -0.38 2.38  -0.210
B1 1.63 0.24 1.64  -0.592
Br1 3.48 -0.24 2.15  0.704
C5 1.31 1.28 0.41  -0.142
O2 1.35 0.63 -0.89  -0.206
O3 0.47 -0.47 -0.87  -0.069
H1 0.58 -3.30 6.78  0.070
H2 1.48 -3.36 5.22  0.068
H3 0.17 -4.62 5.62  0.066
H4 -0.92 -1.74 5.71  0.108
H5 -1.62 -3.28 5.08  0.104
H6 -0.43 -3.00 2.85  0.139
H7 -1.38 -1.55 3.33  0.094
H8 -0.25 0.47 2.84  0.139
H9 -0.27 -0.90 1.57  0.112
H10 2.09 2.09 0.39  0.119
H11 0.28 1.74 0.50  0.129
H12 -0.41 -0.14 -0.59  0.119
N1 1.54 0.82 -4.19  0.175
C6 2.11 1.61 -5.12  -0.697
N2 3.05 2.46 -4.63  0.151
O4 1.80 1.58 -6.31  -0.007
H13 1.79 0.85 -3.22  0.074
H14 0.84 0.17 -4.50  0.099
H15 3.51 3.08 -5.28  0.103
H16 3.31 2.50 -3.66  0.076
N3 -4.69 0.39 0.75  0.165
C7 -3.84 0.05 1.75  -0.673
N4 -4.33 0.24 3.00  0.161
O5 -2.72 -0.40 1.54  0.003
H17 -5.60 0.76 0.90  0.097
H18 -4.36 0.26 -0.20  0.082
H19 -3.73 0.01 3.77  0.098
H20 -5.25 0.61 3.19  0.074
N5 2.51 6.20 -1.20  0.165
C8 2.49 5.14 -2.05  -0.683
N6 1.76 5.33 -3.18  0.157
O6 3.08 4.10 -1.81  0.003
H21 2.03 7.06 -1.37  0.097
H22 3.04 6.10 -0.34  0.081
H23 1.72 4.57 -3.84  0.084
H24 1.28 6.18 -3.38  0.094
N7 2.70 -1.91 -1.34  0.169
C9 3.30 -2.30 -2.49  -0.682
N8 4.17 -3.34 -2.34  0.149
O7 3.08 -1.76 -3.57  0.001
H25 2.87 -2.35 -0.46  0.078
H26 2.04 -1.14 -1.39  0.050
H27 4.64 -3.67 -3.16  0.099
H28 4.34 -3.78 -1.44  0.025
N9 -2.47 -0.01 -4.35  0.159
C10 -2.50 0.94 -3.38  -0.691
N10 -1.83 2.08 -3.68  0.163
O8 -3.08 0.78 -2.31  0.005
H29 -2.00 0.11 -5.23  0.105
H30 -2.95 -0.87 -4.17  0.108
H31 -1.82 2.81 -2.99  0.104
H32 -1.34 2.22 -4.55  0.095
N11 -6.54 -0.56 7.20  0.151
C11 -6.35 -0.97 5.91  -0.684
N12 -5.95 -2.26 5.78  0.155
O9 -6.52 -0.23 4.96  0.010
H33 -6.40 -1.16 7.99  0.094
H34 -6.83 0.38 7.35  0.106
H35 -5.80 -2.60 4.84  0.107
H36 -5.80 -2.88 6.56  0.094
N13 -5.30 -0.10 -6.33  0.151
C12 -5.31 -1.19 -7.15  -0.695
N14 -6.05 -1.03 -8.29  0.145
O10 -4.72 -2.22 -6.89  0.020
H37 -5.78 0.75 -6.54  0.093
H38 -4.77 -0.17 -5.48  0.074
H39 -6.09 -1.80 -8.93  0.104
H40 -6.54 -0.18 -8.52  0.090
N15 5.25 4.36 1.47  0.162
C13 4.73 5.20 2.41  -0.689
N16 5.26 5.05 3.66  0.148
O11 3.87 6.03 2.15  0.011
H41 5.95 3.68 1.68  0.096
H42 4.89 4.43 0.54  0.092
H43 4.91 5.65 4.38  0.104
H44 5.96 4.37 3.88  0.093
N17 4.68 -6.60 1.25  0.159
C14 4.52 -5.28 0.97  -0.645
N18 4.18 -4.51 2.04  0.169
O12 4.66 -4.82 -0.15  0.014
H45 4.57 -6.99 2.17  0.096
H46 4.93 -7.21 0.49  0.109
H47 4.04 -3.53 1.88  0.082
H48 4.06 -4.88 2.97  0.098

As for the gap between HOMO and LUMO: 8.72 eV. Its HOMO energy is -8.41 eV. As for the electronic energy: -5049.8727 hartree. Its SMILES is CCCOCB(Br)COO.NC(N)=O.NC(N)=O.NC(N)=O.NC(N)=O.NC(N)=O.NC(N)=O.NC(N)=O.NC(N)=O.NC(N)=O.

Record 2
The following is a quantum chemistry calculation of a structure of composition C14H48CuLiN16O14, from OMol25.

Each line ends with the Löwdin charge.
Element x y z (Å)
Li1 0.90 -1.17 -1.53  0.590
Cu1 -0.83 0.77 -0.94  0.435
O1 -1.89 -3.26 -0.52  -0.130
C1 -2.88 -2.24 -0.90  -0.165
C2 -2.23 -1.33 -2.00  -0.269
O2 -0.88 -0.98 -1.69  -0.449
H1 -3.19 -1.90 0.06  0.061
H2 -3.77 -2.76 -1.23  0.116
H3 -2.86 -0.45 -2.26  0.089
H4 -2.25 -1.87 -3.02  0.134
C3 1.39 -2.79 0.84  -0.673
O3 2.42 -2.55 1.41  0.046
N1 1.38 -3.33 -0.43  0.162
N2 0.14 -2.48 1.24  0.205
H5 0.52 -3.71 -0.58  0.042
H6 2.17 -3.77 -0.87  0.108
H7 -0.72 -2.80 0.85  0.054
H8 0.03 -2.13 2.14  0.074
C4 -3.56 -1.41 3.16  -0.641
O4 -2.67 -1.63 2.31  -0.014
N3 -4.85 -1.71 2.90  0.185
N4 -3.25 -0.85 4.40  0.154
H9 -5.09 -1.95 1.96  0.087
H10 -5.54 -1.45 3.56  0.093
H11 -2.24 -0.58 4.35  0.112
H12 -3.87 -0.21 4.84  0.075
C5 -1.64 3.27 -0.27  -0.731
O5 -0.75 2.38 0.15  -0.200
N5 -1.38 4.53 0.30  0.112
N6 -2.53 2.98 -1.15  0.092
H13 -0.52 5.03 0.33  0.078
H14 -1.98 5.23 -0.18  0.098
H15 -3.17 3.77 -1.22  0.040
H16 -2.34 -4.11 -0.30  0.108
C6 4.46 -0.99 -3.58  -0.658
O6 4.27 -2.17 -3.40  0.021
N7 3.43 -0.11 -3.43  0.171
N8 5.72 -0.56 -4.06  0.125
H17 3.53 0.89 -3.32  0.094
H18 2.57 -0.61 -3.15  0.074
H19 6.35 -1.27 -4.41  0.094
H20 5.74 0.31 -4.59  0.087
C7 -5.15 0.11 -0.24  -0.615
O7 -6.14 -0.46 0.34  -0.058
N9 -5.27 0.42 -1.62  0.127
N10 -4.02 0.50 0.39  0.195
H21 -4.84 1.33 -1.75  0.079
H22 -6.29 0.36 -1.82  0.111
H23 -3.24 0.88 -0.15  0.058
H24 -3.92 0.05 1.26  0.055
C8 1.74 3.81 -2.43  -0.715
O8 2.09 4.05 -1.28  0.011
N11 2.58 4.09 -3.44  0.145
N12 0.50 3.40 -2.76  0.197
H25 3.53 4.27 -3.16  0.105
H26 2.44 3.71 -4.37  0.099
H27 -0.06 3.16 -1.98  0.046
H28 0.27 3.34 -3.73  0.106
C9 -0.74 2.59 4.26  -0.627
O9 -1.00 1.76 5.19  -0.049
N13 0.48 3.15 4.03  0.166
N14 -1.69 2.89 3.35  0.174
H29 1.31 2.88 4.60  0.119
H30 0.61 3.83 3.29  0.104
H31 -1.52 3.47 2.50  0.090
H32 -2.56 2.43 3.48  0.087
C10 2.45 0.67 0.20  -0.662
O10 1.69 0.33 -0.70  -0.075
N15 3.65 0.18 0.31  0.206
N16 2.08 1.56 1.17  0.216
H33 4.15 0.61 1.03  0.089
H34 3.76 -0.84 0.19  0.128
H35 1.24 2.07 1.01  0.065
H36 2.74 1.92 1.84  0.094
C11 0.97 -3.24 -3.81  -0.207
C12 1.72 -3.61 -5.10  -0.231
O11 1.10 -3.19 -6.33  -0.062
O12 0.90 -1.93 -3.25  -0.152
H37 1.43 -4.03 -3.20  0.107
H38 -0.08 -3.62 -3.86  0.140
H39 1.70 -4.69 -5.09  0.116
H40 2.76 -3.24 -5.00  0.112
H41 1.69 -3.64 -6.93  0.070
H42 -0.02 -1.69 -3.08  0.036
C13 1.87 -0.21 4.18  -0.246
C14 1.73 -0.31 5.72  -0.225
O13 1.64 0.99 6.30  -0.089
O14 3.08 0.47 3.93  -0.084
H43 0.97 0.25 3.74  0.103
H44 1.91 -1.26 3.87  0.101
H45 2.65 -0.70 6.12  0.113
H46 0.87 -0.91 6.07  0.129
H47 0.75 1.28 6.10  0.025
H48 3.34 0.73 4.84  0.085

As for the gap between HOMO and LUMO: 8.11 eV. Its HOMO energy is -7.89 eV. As for the electronic energy: -4140.0481 hartree.

Record 3
The following is a quantum chemistry calculation of a structure of composition C14H48LiN16O19, from OMol25.

Each line ends with the Löwdin charge.
Element x y z (Å)
Li1 0.48 4.61 0.92  0.728
C1 1.43 0.56 -0.16  0.008
C2 0.97 1.86 0.02  -0.323
C3 -0.56 2.08 0.24  -0.340
O1 -0.93 3.27 0.20  -0.088
C4 -1.40 0.95 0.29  0.003
C5 -0.89 -0.34 0.10  -0.315
C6 0.58 -0.56 -0.10  -0.317
O2 1.18 -1.65 -0.30  -0.038
O3 -1.73 -1.26 0.14  -0.047
O4 1.72 2.89 0.05  -0.133
H1 2.48 0.48 -0.42  0.090
H2 -2.43 1.21 0.50  0.113
C7 5.12 1.50 1.94  -0.678
O5 5.83 1.57 2.93  0.021
N1 3.83 1.95 1.96  0.169
N2 5.49 0.89 0.78  0.166
H3 3.22 2.02 1.15  0.042
H4 3.50 2.21 2.87  0.095
H5 6.42 0.51 0.69  0.110
H6 4.79 0.52 0.15  0.076
C8 -0.28 -5.39 0.04  -0.658
O6 -0.44 -5.47 -1.16  0.039
N3 -1.20 -5.84 0.97  0.140
N4 0.77 -4.72 0.63  0.172
H7 -1.09 -5.75 1.96  0.064
H8 -1.79 -6.59 0.66  0.100
H9 1.33 -4.14 0.03  0.085
H10 0.82 -4.67 1.63  0.079
C9 -3.28 1.91 -2.94  -0.638
O7 -3.71 1.05 -2.19  0.025
N5 -2.03 2.42 -2.81  0.183
N6 -4.06 2.60 -3.84  0.151
H11 -1.68 3.16 -3.39  0.064
H12 -1.50 2.23 -1.97  0.066
H13 -5.03 2.33 -3.84  0.099
H14 -3.73 3.15 -4.60  0.090
C10 -5.19 -0.84 1.06  -0.657
O8 -6.38 -0.70 0.79  -0.017
N7 -4.18 -0.30 0.32  0.148
N8 -4.75 -1.43 2.21  0.120
H15 -4.23 0.20 -0.56  0.064
H16 -3.26 -0.63 0.54  0.004
H17 -3.79 -1.31 2.48  0.003
H18 -5.39 -1.81 2.88  0.095
C11 -3.45 -3.71 -1.99  -0.667
O9 -4.08 -4.31 -2.85  0.008
N9 -3.56 -3.90 -0.63  0.162
N10 -2.64 -2.64 -2.28  0.162
H19 -4.02 -4.73 -0.31  0.092
H20 -2.95 -3.35 -0.06  0.058
H21 -2.28 -2.07 -1.53  0.049
H22 -2.35 -2.47 -3.22  0.103
C12 1.19 3.54 -4.34  -0.658
O10 0.03 3.92 -4.49  -0.005
N11 2.07 3.33 -5.38  0.153
N12 1.66 3.21 -3.11  0.182
H23 2.97 2.91 -5.22  0.094
H24 1.66 3.37 -6.29  0.100
H25 1.08 3.43 -2.32  0.085
H26 2.64 3.03 -2.98  0.072
C13 4.51 -2.49 2.01  -0.661
O11 5.24 -2.81 2.93  0.024
N13 4.66 -2.95 0.72  0.151
N14 3.28 -1.90 2.25  0.158
H27 5.10 -3.84 0.57  0.095
H28 4.24 -2.44 -0.04  0.061
H29 3.01 -1.90 3.22  0.094
H30 2.71 -1.53 1.52  0.050
C14 -0.55 -2.31 3.84  -0.660
O12 -0.40 -2.24 5.06  0.004
N15 0.06 -1.50 2.94  0.186
N16 -1.21 -3.39 3.29  0.155
H31 -0.04 -1.83 1.99  0.059
H32 0.43 -0.59 3.13  0.111
H33 -1.44 -3.32 2.32  0.074
H34 -1.42 -4.22 3.81  0.096
O13 -2.89 5.20 -0.54  -0.064
H35 -2.12 5.58 -0.97  0.024
H36 -2.55 4.52 0.04  -0.002
O14 -3.19 -0.05 2.66  -0.067
H37 -2.56 -0.10 1.92  0.018
H38 -3.34 0.90 2.78  0.097
O15 2.04 5.00 2.10  -0.077
H39 2.09 5.76 2.69  0.066
H40 2.32 4.25 2.63  0.052
O16 4.02 2.87 -1.25  -0.090
H41 4.70 2.87 -0.57  0.016
H42 3.16 2.77 -0.78  -0.026
O17 -0.91 5.54 2.03  -0.085
H43 -1.59 6.22 1.96  0.070
H44 -0.56 5.64 2.92  0.053
O18 0.52 -3.17 -2.65  -0.079
H45 -0.22 -3.67 -2.27  -0.006
H46 0.61 -2.39 -2.08  -0.010
O19 3.48 -1.05 -1.99  -0.064
H47 2.73 -1.21 -1.39  -0.018
H48 3.12 -0.50 -2.69  0.045

Its total charge is -1. As for the gap between HOMO and LUMO: 6.43 eV. Its HOMO energy is -6.12 eV. As for the electronic energy: -2875.9051 hartree.

Record 4
The following is a quantum chemistry calculation of a cluster of 11 separate species, C14H50O18 in total, from OMol25.

Each line ends with the Löwdin charge.
Element x y z (Å)
O1 2.85 1.03 2.92  -0.071
C1 4.20 0.94 2.63  -0.233
C2 4.59 2.17 1.84  -0.196
O2 5.99 2.13 1.37  -0.101
H1 2.37 0.94 2.12  0.011
H2 4.72 1.01 3.54  0.110
H3 4.33 -0.02 2.12  0.133
H4 4.51 3.00 2.54  0.121
H5 3.98 2.38 0.92  0.104
H6 6.32 2.99 1.09  0.073
O3 3.87 2.74 -3.00  -0.021
C3 4.19 1.67 -2.12  -0.187
C4 3.46 0.46 -2.71  -0.159
O4 2.07 0.79 -2.66  -0.085
H7 4.29 2.55 -3.76  0.029
H8 5.28 1.43 -2.11  0.135
H9 3.94 1.91 -1.10  0.097
H10 3.63 -0.35 -2.13  0.092
H11 3.54 0.38 -3.76  0.116
H12 1.99 1.73 -2.65  0.023
O5 -1.52 -3.89 2.71  -0.071
C5 -1.99 -3.21 3.85  -0.211
C6 -2.53 -1.84 3.47  -0.229
O6 -3.22 -1.36 4.64  -0.111
H13 -1.05 -3.31 2.13  0.029
H14 -2.80 -3.79 4.18  0.106
H15 -1.16 -3.02 4.54  0.135
H16 -3.25 -1.86 2.61  0.112
H17 -1.79 -1.09 3.24  0.102
H18 -3.95 -2.02 4.96  0.138
O7 0.67 3.16 -0.86  -0.120
C7 0.75 3.82 -2.09  -0.186
C8 -0.61 4.60 -2.30  -0.268
O8 -1.68 3.82 -2.64  -0.069
H19 0.48 3.95 -0.27  0.149
H20 1.60 4.60 -1.97  0.159
H21 1.01 3.21 -2.93  0.105
H22 -0.49 5.29 -3.11  0.102
H23 -0.97 5.25 -1.47  0.135
H24 -2.41 4.48 -2.91  0.141
O9 1.77 0.91 0.34  -0.075
C9 1.20 -0.39 0.14  -0.207
C10 0.35 -0.96 1.25  -0.235
O10 -0.29 -2.13 0.90  -0.067
H25 1.26 1.54 -0.23  0.062
H26 0.66 -0.46 -0.76  0.057
H27 2.00 -1.03 -0.06  0.110
H28 -0.52 -0.28 1.47  0.102
H29 0.87 -0.96 2.23  0.134
H30 -0.36 -2.24 -0.07  0.072
O11 -2.85 -4.47 0.36  -0.069
C11 -3.96 -3.62 0.25  -0.291
C12 -4.94 -4.18 1.17  -0.217
O12 -5.93 -3.12 1.27  -0.094
H31 -2.33 -4.24 1.13  0.028
H32 -3.54 -2.66 0.56  0.105
H33 -4.35 -3.51 -0.80  0.143
H34 -4.57 -4.18 2.18  0.119
H35 -5.36 -5.08 0.77  0.125
H36 -6.35 -3.08 0.40  0.077
O13 -1.16 -2.23 -1.69  -0.058
C13 -0.64 -1.64 -2.88  -0.232
C14 -0.36 -2.71 -3.87  -0.290
O14 0.14 -2.13 -5.03  -0.005
H37 -1.76 -2.95 -1.95  0.100
H38 -1.20 -0.82 -3.33  0.133
H39 0.39 -1.34 -2.77  0.109
H40 -1.21 -3.35 -4.06  0.123
H41 0.27 -3.45 -3.43  0.124
H42 -0.63 -1.87 -5.47  0.062
O15 -1.03 2.02 1.94  -0.055
H43 -1.64 1.50 1.41  -0.022
H44 -1.41 1.86 2.81  0.065
O16 -0.83 1.22 -1.55  -0.029
H45 -0.59 2.09 -1.30  -0.028
H46 0.06 0.86 -1.68  -0.004
O17 1.35 3.30 2.33  -0.062
H47 0.61 2.84 1.85  0.001
H48 1.81 2.65 2.80  -0.043
O18 -3.06 0.58 1.06  -0.025
H49 -3.17 0.87 0.19  0.029
H50 -3.93 0.16 1.24  0.090

As for the gap between HOMO and LUMO: 9.84 eV. Its HOMO energy is -9.57 eV. As for the electronic energy: -1917.4826 hartree. Its SMILES is OCCO.OCCO.OCCO.OCCO.OCCO.OCCO.OCCO.O.O.O.O.

Record 5
The following is a quantum chemistry calculation of a cluster of 13 separate species, C14H54N4O13 in total, from OMol25.

Each line ends with the Löwdin charge.
Element x y z (Å)
C1 2.59 1.69 3.06  -0.118
C2 2.42 2.00 4.49  -0.306
O1 3.67 2.52 5.00  -0.061
H1 2.57 2.54 2.36  0.076
H2 1.74 1.05 2.76  0.057
H3 3.38 0.99 2.90  0.065
H4 2.02 1.18 5.11  0.116
H5 1.59 2.77 4.48  0.103
H6 4.13 2.85 4.29  0.023
C3 3.66 -1.14 -0.41  -0.557
O2 3.07 -0.03 0.25  -0.115
N1 3.77 -1.23 -1.69  0.176
N2 4.25 -2.13 0.21  0.182
H7 3.35 -0.52 -2.25  0.054
H8 4.28 -1.97 -2.19  0.147
H9 4.33 -2.09 1.18  0.093
H10 4.89 -2.75 -0.19  0.101
C4 -1.06 3.06 2.72  -0.639
O3 -0.69 3.64 3.90  -0.122
N3 -1.08 1.78 2.47  0.196
N4 -1.53 3.71 1.73  0.160
H11 -0.82 1.02 3.10  0.126
H12 -1.26 1.42 1.60  0.016
H13 -1.91 4.62 2.08  0.150
H14 -2.11 3.22 1.04  0.063
C5 -1.24 2.46 -3.49  -0.144
O4 -1.65 1.25 -2.96  -0.126
H15 -1.64 3.46 -3.16  0.099
H16 -1.53 2.49 -4.54  0.093
H17 -0.18 2.51 -3.31  0.062
H18 -2.59 1.29 -3.17  0.097
C6 0.88 -3.26 -2.02  -0.152
O5 1.14 -3.20 -3.40  -0.034
H19 -0.12 -2.87 -1.79  0.058
H20 1.56 -2.59 -1.52  0.046
H21 0.94 -4.24 -1.48  0.094
H22 1.94 -2.89 -3.41  -0.058
C7 0.02 -0.20 0.08  -0.182
O6 -1.06 0.59 -0.08  -0.101
H23 0.76 0.00 -0.71  0.084
H24 -0.19 -1.22 0.07  0.046
H25 0.46 -0.14 1.07  0.066
H26 -1.30 0.59 -0.96  0.017
C8 -2.05 -4.33 0.72  -0.177
O7 -1.93 -4.21 2.10  -0.119
H27 -1.53 -5.23 0.46  0.079
H28 -1.52 -3.57 0.16  0.051
H29 -3.10 -4.43 0.44  0.084
H30 -2.27 -3.36 2.42  0.032
C9 -2.69 -1.09 1.87  -0.148
O8 -3.62 -2.00 2.37  -0.106
H31 -2.85 -0.95 0.83  0.056
H32 -1.74 -1.27 2.15  0.025
H33 -3.04 -0.13 2.38  0.116
H34 -4.15 -1.55 3.04  0.102
C10 -2.90 -1.88 -2.21  -0.100
O9 -1.89 -1.42 -3.17  -0.130
H35 -3.92 -1.73 -2.54  0.074
H36 -2.83 -1.34 -1.27  0.048
H37 -2.65 -2.91 -2.04  0.065
H38 -1.63 -0.54 -2.89  -0.002
C11 1.12 -2.72 2.00  -0.182
O10 1.49 -3.72 1.10  -0.123
H39 0.01 -2.49 2.08  0.073
H40 1.62 -1.76 1.75  0.053
H41 1.51 -2.99 3.02  0.099
H42 2.43 -3.90 1.27  0.081
C12 1.59 0.23 -4.11  -0.081
O11 2.63 0.72 -3.25  -0.164
H43 0.82 0.09 -3.34  0.072
H44 1.81 -0.83 -4.47  0.104
H45 1.29 0.99 -4.78  0.074
H46 3.05 1.50 -3.63  0.110
C13 -3.66 3.42 -0.72  -0.143
O12 -3.49 2.39 0.21  -0.140
H47 -4.68 3.62 -0.55  0.073
H48 -3.60 3.38 -1.77  0.060
H49 -3.11 4.24 -0.33  0.080
H50 -3.98 1.58 -0.10  0.134
C14 1.28 2.83 -0.08  -0.214
O13 1.61 2.67 -1.36  -0.108
H51 1.91 3.61 0.37  0.104
H52 1.24 1.91 0.39  0.026
H53 0.28 3.19 -0.16  0.058
H54 1.72 1.72 -1.59  0.054

As for the gap between HOMO and LUMO: 8.43 eV. Its HOMO energy is -8.60 eV. As for the electronic energy: -1762.6207 hartree.